# 1
Here is a molecular structure, C50H54N11SSeTl from the OMol25 dataset. Energies are from ωB97M-V with the def2-TZVPD basis set.

Last column: Löwdin charge in e.
Geometry (Å):
1 Tl 0.4126 -0.3281 -0.2272  0.84
2 C -2.8265 0.9897 -6.2632  -0.08
3 C -1.3526 0.5824 -6.2916  -0.19
4 C -0.6611 0.8382 -4.9923  -0.12
5 C 0.0284 1.9420 -4.6093  -0.12
6 C 0.3008 3.2030 -5.3625  -0.19
7 C -0.5592 4.3713 -4.8735  -0.08
8 C 0.4248 1.6869 -3.2252  -0.20
9 N 0.0081 0.5527 -2.7718  0.10
10 C -0.7201 -0.0376 -3.8213  -0.20
11 C -1.4287 -1.1809 -3.7151  0.10
12 C -1.7693 -1.9024 -2.5096  -0.24
13 C -2.2456 -3.2639 -2.4415  -0.14
14 C -2.4185 -4.2105 -3.5893  -0.20
15 C -3.8369 -4.1750 -4.1604  -0.09
16 C -2.5667 -3.4732 -1.1259  -0.14
17 C -2.2938 -2.2297 -0.4424  -0.26
18 C -2.5947 -1.9433 0.8747  0.08
19 C -2.3915 -0.7458 1.5859  -0.27
20 N -1.6770 0.2912 1.0841  0.05
21 C -1.6808 1.2427 2.0310  -0.25
22 C -1.0070 2.4835 1.8776  0.08
23 C -0.2510 2.9462 0.8393  -0.22
24 N 0.0056 2.2437 -0.3485  0.08
25 C 0.7842 3.0115 -1.0518  -0.21
26 C 1.3105 2.6019 -2.4112  -0.15
27 C 1.0809 4.2729 -0.4124  -0.13
28 C 0.4265 4.2268 0.7853  -0.13
29 C 0.3392 5.3111 1.8112  -0.19
30 C -0.8810 6.2082 1.5972  -0.08
31 C 1.9506 5.3684 -0.9464  -0.19
32 C 3.4268 5.1773 -0.5933  -0.08
33 C -2.4302 0.8302 3.1842  -0.14
34 C -2.8859 -0.4366 2.8994  -0.14
35 C -3.7006 -1.3319 3.7793  -0.20
36 C -2.8391 -2.2909 4.6005  -0.10
37 C -2.7122 1.6489 4.4048  -0.20
38 C -3.8662 2.6311 4.2041  -0.09
39 N -1.7901 -1.3015 -1.3311  0.06
40 C -3.0233 -4.7395 -0.4782  -0.19
41 C -1.8866 -5.4318 0.2788  -0.08
42 H -3.3060 0.7939 -7.2229  0.07
43 H -2.9275 2.0533 -6.0428  0.07
44 H -3.3684 0.4439 -5.4899  0.07
45 H -0.8373 1.1266 -7.0866  0.11
46 H -1.2664 -0.4763 -6.5517  0.11
47 H 0.1164 3.0364 -6.4257  0.11
48 H 1.3616 3.4648 -5.2842  0.11
49 H -1.6184 4.1478 -5.0050  0.07
50 H -0.3312 5.2871 -5.4200  0.07
51 H -0.4055 4.5685 -3.8101  0.07
52 H -1.8550 -1.5691 -4.6362  0.12
53 H -2.1756 -5.2272 -3.2693  0.11
54 H -1.7009 -3.9729 -4.3795  0.10
55 H -4.5674 -4.4397 -3.3947  0.07
56 H -3.9518 -4.8654 -4.9975  0.07
57 H -4.0884 -3.1718 -4.5103  0.07
58 H -3.0711 -2.7438 1.4336  0.12
59 H -1.0875 3.1564 2.7276  0.11
60 H 1.4659 3.5177 -2.9892  0.12
61 H 1.2514 5.9121 1.7805  0.11
62 H 0.3041 4.8768 2.8138  0.11
63 H -0.8186 6.7200 0.6357  0.07
64 H -0.9634 6.9622 2.3808  0.07
65 H -1.7977 5.6166 1.5921  0.07
66 H 1.5999 6.3279 -0.5578  0.11
67 H 1.8398 5.4402 -2.0334  0.10
68 H 3.5514 5.0986 0.4877  0.08
69 H 4.0278 6.0161 -0.9476  0.07
70 H 3.8258 4.2624 -1.0331  0.06
71 H -4.4107 -1.9030 3.1742  0.11
72 H -4.3154 -0.7215 4.4466  0.10
73 H -2.2602 -2.9495 3.9516  0.03
74 H -3.4517 -2.9088 5.2595  0.07
75 H -2.1240 -1.7392 5.2131  0.07
76 H -1.8143 2.1976 4.7077  0.10
77 H -2.9404 0.9830 5.2406  0.10
78 H -3.6651 3.3024 3.3670  0.07
79 H -4.0366 3.2386 5.0945  0.07
80 H -4.7886 2.0966 3.9724  0.08
81 H -3.4311 -5.4131 -1.2359  0.10
82 H -3.8472 -4.5323 0.2114  0.11
83 H -1.0734 -5.6892 -0.4027  0.07
84 H -2.2325 -6.3485 0.7590  0.07
85 H -1.4709 -4.7754 1.0463  0.05
86 Se 6.0923 -4.1147 4.8638  1.07
87 N 6.0564 -3.8917 3.0847  -0.23
88 C 5.2658 -2.8859 2.8429  -0.37
89 C 4.9335 -2.4249 1.4983  -0.11
90 C 5.4659 -3.0274 0.3592  -0.01
91 C 5.0591 -2.5798 -0.8820  -0.04
92 C 4.1283 -1.5401 -0.9366  -0.14
93 N 3.6247 -0.9572 0.1364  0.10
94 C 4.0184 -1.3781 1.3390  -0.16
95 C 3.4051 -0.7191 2.5178  -0.17
96 N 2.5271 0.2583 2.2831  0.12
97 C 1.9584 0.8417 3.3218  -0.12
98 C 2.2182 0.4961 4.6485  -0.03
99 C 3.1169 -0.5160 4.8945  0.00
100 C 3.7297 -1.1410 3.8099  -0.11
101 C 4.6615 -2.2492 3.9917  -0.36
102 N 4.9737 -2.7452 5.1547  -0.22
103 H 6.1814 -3.8319 0.4707  0.11
104 H 5.4497 -3.0108 -1.7933  0.10
105 H 3.7769 -1.1621 -1.8905  0.09
106 H 1.2429 1.6197 3.0908  0.10
107 H 1.7106 1.0096 5.4532  0.11
108 H 3.3500 -0.8440 5.8985  0.12
109 N 1.5986 -3.8753 0.7308  0.11
110 C 1.5774 -3.7076 2.0713  -0.96
111 N 2.5625 -4.3358 2.7604  0.10
112 S 0.4283 -2.7715 2.8305  0.65
113 H 2.4454 -4.1767 0.2717  0.10
114 H 0.9850 -3.2712 0.2047  0.03
115 H 3.1164 -5.0584 2.3293  0.11
116 H 2.4712 -4.3441 3.7607  0.09
117 N 3.6805 1.5046 -2.2339  0.19
118 C 2.6412 1.9894 -2.2942  -0.15

Summary:
E_LUMO: -1.188 eV
net charge: 0
E_HOMO: -6.58 eV

# 2
Here is a single C5H10O molecule from the OMol25 dataset. Energies are from ωB97M-V with the def2-TZVPD basis set.

Last column: Löwdin charge in e.
Geometry (Å):
1 C -0.5478 -1.1145 0.3963  -0.19
2 C -1.3100 -0.0742 -0.3965  -0.04
3 C -0.6732 1.8378 0.3447  -0.07
4 O 0.0828 0.9690 -0.6953  -0.29
5 C 1.2843 0.3150 -0.3016  -0.19
6 C 0.8879 -1.1580 -0.1166  -0.16
7 H -1.0530 -2.0817 0.2829  0.12
8 H -0.5767 -0.8515 1.4592  0.12
9 H -1.4129 -0.3077 -1.4589  0.11
10 H -2.2705 0.1907 0.0267  0.08
11 H -0.2327 1.5482 1.3129  0.02
12 H -0.3462 2.8660 0.1311  0.02
13 H 1.6465 0.7667 0.6300  0.12
14 H 2.0349 0.4487 -1.0886  0.12
15 H 1.5673 -1.6853 0.5597  0.11
16 H 0.9193 -1.6694 -1.0862  0.11

Summary:
E_LUMO: 0.943 eV
net charge: 0
E_HOMO: -6.72 eV

# 3
Here is 6 unconnected molecules or ions with the total composition C14H41O6 from the OMol25 dataset. Energies are from ωB97M-V with the def2-TZVPD basis set.

Last column: Löwdin charge in e.
Geometry (Å):
1 O 15.6959 9.4699 20.9696  0.26
2 H 16.1364 8.7352 20.5364  0.08
3 H 16.3028 10.2004 20.8295  0.08
4 H 14.8303 9.6634 20.6024  0.09
5 C 11.1195 7.7088 19.8508  -0.07
6 C 12.5488 7.2922 19.4870  -0.27
7 O 13.2510 8.5156 19.7080  -0.12
8 H 10.9130 7.9316 20.8976  0.08
9 H 10.5090 6.8582 19.5478  0.08
10 H 10.8064 8.6321 19.3634  0.08
11 H 12.5779 6.9516 18.4520  0.11
12 H 13.0903 6.5556 20.0806  0.11
13 H 12.9023 9.1485 19.0760  0.08
14 C 15.9435 8.8331 24.9183  0.02
15 C 17.0578 7.7911 24.4695  -0.31
16 C 17.0724 6.4099 25.2154  0.05
17 O 16.9459 7.5555 23.1083  0.25
18 H 15.8347 9.7986 24.4244  0.08
19 H 16.2253 9.0596 25.9467  0.10
20 H 14.9313 8.4406 25.0159  0.11
21 H 18.0206 8.2927 24.5668  0.21
22 H 17.8763 5.7910 24.8168  0.10
23 H 16.2110 5.7627 25.0510  0.11
24 H 17.0812 6.5827 26.2916  0.12
25 H 17.5789 6.8689 22.8858  0.14
26 C 19.9653 11.4641 20.2465  -0.02
27 C 18.5099 11.9075 19.9392  -0.45
28 C 17.9916 11.5191 18.5903  -0.05
29 O 17.5576 11.4477 20.9029  -0.08
30 H 20.3992 12.0534 21.0542  0.08
31 H 20.5283 11.4849 19.3134  0.09
32 H 20.0657 10.4407 20.6081  0.07
33 H 18.4227 12.9939 19.9336  0.15
34 H 17.9537 10.4430 18.4216  0.08
35 H 18.5513 11.9826 17.7778  0.10
36 H 17.0057 11.9294 18.3718  0.09
37 H 17.7014 12.0309 21.6518  0.10
38 C 15.5506 6.1929 18.0376  -0.04
39 C 16.1092 6.3755 19.4517  -0.47
40 C 16.9641 5.2454 19.9718  -0.04
41 O 16.8838 7.5514 19.5334  -0.07
42 H 16.2465 6.0921 17.2047  0.09
43 H 14.8430 6.9018 17.6077  0.08
44 H 15.0955 5.2027 18.0565  0.10
45 H 15.2074 6.4659 20.0572  0.11
46 H 17.5795 4.7474 19.2225  0.10
47 H 16.4681 4.3454 20.3353  0.10
48 H 17.6571 5.6690 20.6986  0.07
49 H 17.6793 7.4386 19.0080  0.13
50 C 12.2348 12.0482 21.7905  -0.04
51 C 13.5673 12.5082 21.2543  -0.45
52 C 14.5864 12.8367 22.3748  -0.03
53 O 14.0436 11.4964 20.3247  -0.07
54 H 11.5907 11.8952 20.9246  0.09
55 H 11.7687 12.6795 22.5471  0.10
56 H 12.4450 11.1089 22.3019  0.08
57 H 13.4382 13.4610 20.7410  0.14
58 H 14.2912 13.6562 23.0302  0.09
59 H 15.5215 13.1536 21.9130  0.07
60 H 14.6740 11.9615 23.0186  0.06
61 H 13.3995 11.5237 19.6135  0.09

Summary:
E_LUMO (alpha / beta): -5.815 / -12.284 eV
net charge: +2
multiplicity: 2
E_HOMO (alpha / beta): -15.54 / -15.54 eV

# 4
Here is 2 unconnected molecules or ions with the total composition C2H7NS from the OMol25 dataset. Energies are from ωB97M-V with the def2-TZVPD basis set.

Last column: Löwdin charge in e.
Geometry (Å):
1 C 0.7420 -0.1404 -0.2789  -0.40
2 C -0.6402 0.5561 -0.3352  -0.68
3 S -1.9387 -0.4129 0.5833  0.58
4 N 1.1729 -0.4901 1.0688  -0.03
5 H 1.4766 0.5402 -0.7408  0.11
6 H 0.7462 -1.0728 -0.8529  0.09
7 H -0.8287 0.8855 -1.3675  0.05
8 H -0.4809 1.5153 0.2015  0.06
9 H -1.9307 -0.9578 -1.3354  0.16
10 H 1.3881 0.3746 1.5337  0.05
11 H 0.2933 -0.7976 1.5233  0.01

Summary:
E_LUMO: -1.330 eV
net charge: 0
E_HOMO: -9.44 eV